# C3H8N2S2

C3H8N2S2 in the gas phase (ωB97M-V with the def2-TZVPD basis set, OMol25).

Last column: natural (NBO) charge in e.
Geometry (Å):
C 2.226 -1.194 1.066  -0.127
C -0.934 -0.060 0.017  -0.092
C -1.471 0.922 -1.061  -0.659
N 1.029 -0.792 1.085  -0.242
N 0.499 0.022 0.140  -0.496
S -1.447 -1.769 -0.471  -0.083
S -1.705 0.318 1.602  0.010
H 2.952 -1.003 0.087  0.145
H 2.636 -1.858 1.916  0.204
H -1.121 1.959 -0.674  0.236
H -2.568 0.683 -1.006  0.253
H -0.938 0.522 -2.022  0.219
H -0.613 -2.398 0.512  0.165
H 0.759 0.175 -0.824  0.361
H -1.843 1.639 1.365  0.108

SMILES string: C=NNC(C)(S)S
HOMO energy (eV): -8.66
Electronic energy (Eh): -1024.89130
Total charge: 0
E_LUMO (eV): 0.77
ΔE to the lowest compared entry with this formula, charge and spin (kJ/mol): 287.9
Kohn-Sham gap (eV): 9.4

---

# C3H8N2S3

2 unconnected molecules or ions with the total composition C3H8N2S3 (ωB97M-V with the def2-TZVPD basis set, OMol25).

Last column: natural (NBO) charge in e.
Geometry (Å):
C -2.264 -0.161 0.887  -0.186
C 0.747 1.315 -0.751  -0.432
C 2.904 -0.461 -0.318  -0.793
N -0.989 -0.368 0.671  -0.227
N -0.206 -0.862 -0.210  -0.582
S -0.415 2.343 -0.363  -0.018
S -3.578 -0.329 -0.369  0.010
S 2.088 0.913 0.427  0.242
H -2.674 0.362 1.823  0.235
H 0.848 0.641 -1.536  0.188
H 3.729 -0.881 0.377  0.245
H 3.339 -0.380 -1.359  0.222
H 2.081 -1.065 -0.374  0.241
H -0.468 -0.090 1.499  0.404
H -0.770 -0.970 -1.046  0.314
H -4.372 -0.006 0.644  0.136

HOMO energy (eV): -8.00
Electronic energy (Eh): -1423.02677
Total charge: 0
E_LUMO (eV): 0.17
ΔE to the lowest compared entry with this formula, charge and spin (kJ/mol): 320.3
Kohn-Sham gap (eV): 8.2

---

# C3H8N3

A molecular structure, C3H8N3 (ωB97M-V with the def2-TZVPD basis set, OMol25).

Last column: natural (NBO) charge in e.
Geometry (Å):
C 1.675 1.417 -0.115  0.375
C 0.353 -0.118 -0.275  0.305
C -1.632 -1.414 0.340  -0.409
N 1.004 0.917 -1.154  -0.538
N 1.157 0.637 0.835  -0.532
N -1.003 -0.154 -0.063  -0.622
H 2.369 2.172 -0.167  0.237
H 1.063 -1.019 -0.324  0.252
H -1.444 -2.399 -0.205  0.228
H -1.434 -1.465 1.349  0.197
H -2.673 -1.045 0.217  0.222
H 0.609 1.465 -1.877  0.436
H 1.611 0.457 1.695  0.430
H -1.654 0.549 -0.255  0.421

HOMO energy (eV): -14.09
Electronic energy (Eh): -283.05100
Total charge: +1
E_LUMO (eV): -3.94
ΔE to the lowest compared entry with this formula, charge and spin (kJ/mol): 296.0
Kohn-Sham gap (eV): 10.2

---

# C3H8N3O

A gas-phase ion, C3H8N3O (charge +1) (ωB97M-V with the def2-TZVPD basis set, OMol25).

Last column: natural (NBO) charge in e.
Geometry (Å):
C 0.119 -0.537 -1.265  0.773
C 0.643 0.285 1.166  -0.201
C -0.802 0.682 1.667  -0.230
N -0.169 -0.248 -0.036  -0.208
N 1.433 -0.730 -1.504  -0.783
N -1.377 0.256 0.444  -0.440
O -0.662 -0.792 -2.283  -0.611
H 1.289 1.082 0.947  0.224
H 1.195 -0.487 1.629  0.229
H -1.128 0.118 2.603  0.227
H -1.005 1.808 1.937  0.230
H 2.048 -0.608 -0.685  0.407
H 1.877 -1.430 -2.206  0.459
H -1.599 -0.400 -2.309  0.543
H -1.862 0.999 -0.105  0.382

SMILES string: [NH2+]=C(O)N1CCN1
HOMO energy (eV): -13.45
Electronic energy (Eh): -358.29147
Total charge: +1
E_LUMO (eV): -3.38
ΔE to the lowest compared entry with this formula, charge and spin (kJ/mol): 275.6
Kohn-Sham gap (eV): 10.1

---

# C3H8N3O

A gas-phase ion, C3H8N3O (charge +1) (ωB97M-V with the def2-TZVPD basis set, OMol25).

Last column: natural (NBO) charge in e.
Geometry (Å):
C -3.283 0.016 -0.217  -0.082
C 1.173 -0.154 0.103  0.550
C 2.330 0.640 -0.369  -0.694
N -2.048 0.184 -0.464  -0.122
N 1.037 -1.424 0.382  -0.712
N 0.080 0.558 0.428  -0.248
O -1.109 0.024 0.833  -0.291
H -4.005 0.421 -0.937  0.247
H -3.657 -0.438 0.670  0.214
H 2.807 0.046 -1.155  0.269
H 1.963 1.519 -0.934  0.267
H 3.049 0.999 0.329  0.284
H 1.641 -2.239 0.382  0.448
H 0.125 -1.782 0.504  0.427
H -0.103 1.630 0.444  0.445

SMILES string: C=NO/[NH+]=C(/C)N
HOMO energy (eV): -14.68
Electronic energy (Eh): -358.23391
Total charge: +1
E_LUMO (eV): -3.88
ΔE to the lowest compared entry with this formula, charge and spin (kJ/mol): 426.7
Kohn-Sham gap (eV): 10.8

---

# C3H8N3O

A gas-phase ion, C3H8N3O (charge +1) (ωB97M-V with the def2-TZVPD basis set, OMol25).

Last column: natural (NBO) charge in e.
Geometry (Å):
C 1.578 1.106 0.257  -0.162
C 2.492 0.352 -0.308  0.107
C -0.518 0.295 -0.496  -0.095
N 0.415 0.170 0.655  -0.312
N -1.643 -0.571 -0.093  -0.710
N 1.081 -1.128 0.693  -0.222
O 2.232 -1.061 -0.121  -0.344
H 1.265 2.015 0.540  0.240
H 3.465 0.534 -0.664  0.247
H 0.056 -0.075 -1.464  0.241
H -0.781 1.325 -0.456  0.234
H -1.224 -1.500 0.113  0.470
H -2.506 -0.649 -0.678  0.462
H 1.446 -1.275 1.696  0.380
H -1.866 -0.022 0.809  0.465

SMILES string: [NH3+]CN1C=CON1
HOMO energy (eV): -13.27
Electronic energy (Eh): -358.20940
Total charge: +1
E_LUMO (eV): -3.63
ΔE to the lowest compared entry with this formula, charge and spin (kJ/mol): 491.1
Kohn-Sham gap (eV): 9.6

---

# C3H8N3O

A gas-phase ion, C3H8N3O (charge +1) (ωB97M-V with the def2-TZVPD basis set, OMol25).

Last column: natural (NBO) charge in e.
Geometry (Å):
C -1.030 -0.493 0.473  -0.397
C -0.419 -1.237 -0.410  0.472
C -0.525 1.013 0.426  0.263
N 1.274 0.175 -0.946  -0.624
N -0.205 -2.344 -1.029  -0.739
N 1.019 0.949 0.171  -0.399
O -0.724 1.908 1.414  -0.658
H -1.745 -0.677 1.343  0.304
H -0.933 1.417 -0.568  0.208
H 1.046 0.586 -1.791  0.349
H 0.755 -2.507 -1.028  0.439
H -0.927 -2.835 -1.540  0.448
H 1.341 1.960 0.311  0.431
H 1.563 0.527 0.920  0.417
H -0.490 1.557 2.253  0.487

HOMO energy (eV): -13.44
Electronic energy (Eh): -358.20441
Total charge: +1
E_LUMO (eV): -4.13
ΔE to the lowest compared entry with this formula, charge and spin (kJ/mol): 504.2
Kohn-Sham gap (eV): 9.3

---

# C3H8N3O

A gas-phase ion, C3H8N3O (charge +1) (ωB97M-V with the def2-TZVPD basis set, OMol25).

Last column: natural (NBO) charge in e.
Geometry (Å):
C 0.867 1.378 -0.008  0.228
C 1.737 0.134 -0.338  -0.159
C -1.172 0.288 0.132  0.689
N -0.378 1.385 0.231  -0.436
N -1.875 -0.149 1.157  -0.744
N -1.527 -0.127 -1.118  -0.733
O 0.997 -1.100 -0.074  -0.732
H 1.422 2.291 0.104  0.217
H 2.009 0.180 -1.352  0.216
H 2.606 0.360 0.362  0.223
H -1.888 0.323 2.130  0.469
H -2.426 -1.020 0.920  0.428
H -2.189 -0.853 -1.190  0.409
H 1.618 -1.808 -0.020  0.503
H -0.923 0.081 -1.872  0.421

SMILES string: NC(=[NH2+])/N=C\CO
HOMO energy (eV): -15.03
Electronic energy (Eh): -358.36391
Total charge: +1
E_LUMO (eV): -3.70
ΔE to the lowest compared entry with this formula, charge and spin (kJ/mol): 85.4
Kohn-Sham gap (eV): 11.3

---

# C3H8N3O

A gas-phase ion, C3H8N3O (charge +1) (ωB97M-V with the def2-TZVPD basis set, OMol25).

Last column: Mulliken spin population.
Geometry (Å):
C -0.223 1.424 0.743  -0.008
C -1.225 -0.485 -0.052  0.704
C 1.305 -0.450 -0.145  0.001
N -0.041 0.074 0.093  0.618
N -1.662 1.529 0.822  0.115
N -1.273 -1.645 -0.678  0.188
O -2.173 0.336 0.270  0.190
H 0.481 2.180 0.334  0.052
H 0.275 1.261 1.677  0.075
H 1.372 -0.974 -1.210  0.023
H 2.057 0.307 -0.440  0.008
H 1.786 -1.096 0.729  0.029
H -2.067 2.226 0.229  0.009
H -0.495 -2.285 -0.688  -0.002
H -2.172 -2.071 -0.523  -0.001

HOMO energy (alpha / beta) (eV): -9.16 / -14.23
Electronic energy (Eh): -358.08856
Expectation value of S²: 2.007
Total charge: +1
E_LUMO (alpha / beta) (eV): -3.09 / -8.05
ΔE to the lowest compared entry with this formula, charge and spin (kJ/mol): 373.2
Multiplicity: 3
Kohn-Sham gap (alpha / beta) (eV): 6.1 / 6.2

---

# C3H8N3O2

3 unconnected molecules or ions with the total composition C3H8N3O2 (ωB97M-V with the def2-TZVPD basis set, OMol25).

Last column: natural (NBO) charge in e.
Geometry (Å):
C -0.895 -1.073 -1.574  0.714
C 0.960 0.395 0.643  1.138
C 2.910 1.616 -0.182  -0.232
N -0.453 -0.613 -0.513  -0.827
N -1.198 -1.318 -2.690  -0.616
N -2.415 -0.705 1.351  -1.080
O 0.576 0.169 1.737  -0.397
O 1.633 1.006 -0.284  -0.440
H 2.984 1.966 -1.226  0.243
H 3.646 0.971 0.066  0.212
H 2.781 2.417 0.592  0.219
H -3.145 -0.033 1.587  0.386
H -1.563 -2.201 -3.250  0.477
H -1.704 -0.426 2.000  0.376
H -1.202 -0.630 0.170  0.435
H -2.915 -1.540 1.574  0.393

HOMO energy (eV): -14.20
Electronic energy (Eh): -433.50208
Total charge: +1
E_LUMO (eV): -4.51
ΔE to the lowest compared entry with this formula, charge and spin (kJ/mol): 319.4
Kohn-Sham gap (eV): 9.7